Entry 1:
{
  "formula": "C24H34BaN3O4SSb2",
  "method": "ωB97M-V/def2-TZVPD",
  "elements": ["C", "O", "C", "H", "C", "H", "C", "H", "C", "C", "C", "S", "H", "H", "C", "H", "H", "Sb", "O", "H", "N", "H", "C", "C", "C", "H", "H", "C", "H", "H", "H", "C", "C", "C", "C", "H", "H", "H", "C", "H", "H", "Sb", "H", "H", "H", "H", "C", "H", "N", "C", "H", "H", "H", "H", "H", "N", "C", "C", "C", "H", "C", "C", "O", "H", "Ba", "H", "H", "O", "H"],
  "positions_angstrom": [[0.182017, -3.524760, 4.295567], [2.963042, 2.467829, -1.727118], [0.397847, -1.950153, -2.798903], [3.483009, 0.600537, 3.971255], [-0.371147, -2.365168, 3.756541], [-3.415179, -1.558405, 2.452349], [3.517506, -0.384216, 3.509757], [-2.033961, -5.833046, 3.204659], [-1.293583, 1.459299, -3.831954], [3.189286, 3.676140, -0.958853], [-2.156345, -3.719926, 2.877097], [1.477246, -1.884653, -1.406779], [-3.500974, -2.095184, -0.270761], [3.660960, 1.832985, -1.520834], [-2.373484, -1.261801, 2.589324], [-0.299667, -0.218899, 3.836335], [0.827454, 2.084140, -3.908080], [-1.823378, -0.267535, 0.747062], [2.207758, 2.387792, 0.818494], [1.269663, 4.389662, -1.716880], [-0.148322, -3.211681, -3.038780], [-0.958977, -3.165558, -3.639534], [-2.070200, 1.377123, -4.976842], [-3.938647, 2.278269, -3.778726], [-0.399748, -4.768116, 4.115660], [1.440628, -3.338703, 1.551381], [-4.013975, 1.692167, -5.849823], [2.302495, 4.725532, -1.598317], [-3.092109, -3.787891, 2.333393], [-3.518663, 1.865191, 1.061972], [0.064323, -5.650324, 4.538817], [-3.651194, 0.836838, 0.733182], [-2.467974, -1.846956, -0.516736], [4.659072, 4.047719, -1.025902], [2.293637, -2.819280, 1.983069], [-2.390880, -1.540230, -1.559582], [5.283211, 3.241507, -0.629056], [-1.609380, 0.998362, -5.882278], [-1.568659, -4.870618, 3.377213], [2.593524, -3.290886, 2.917249], [-1.805898, -2.695703, -0.349379], [1.836694, -0.750082, 2.269075], [-4.969850, 2.615336, -3.756973], [1.108612, -3.445314, 4.853441], [4.842319, 4.931010, -0.417064], [3.533845, -1.160652, 4.276048], [-1.594273, -2.457194, 3.074465], [-3.591188, 2.786424, -1.710618], [0.826629, 0.121117, -3.664876], [0.180123, 1.206919, -3.830183], [-2.366624, -0.464610, 3.338190], [0.935549, -1.026648, 4.807364], [3.112256, -2.871690, 1.263343], [-0.226269, -3.793119, -2.224451], [4.954505, 4.236744, -2.060025], [0.027787, -1.051298, -3.660431], [-3.177229, 2.373464, -2.622291], [2.765018, 3.503500, 0.531732], [0.382484, -1.068132, 3.866574], [2.676012, 4.982614, -2.592674], [-3.405042, 1.769421, -4.958345], [-1.848416, 1.927326, -2.619983], [-1.083069, 1.928069, -1.550150], [4.422556, -0.447288, 2.906277], [0.876083, 1.007746, -0.632483], [2.286087, 5.617907, -0.973134], [-4.045937, 0.853461, -0.282254], [2.984109, 4.440584, 1.292453], [-4.353106, 0.322988, 1.391716]],
  "forces_ev_per_a": [[0.055, -0.062, -0.002], [0.159, 0.178, 0.052], [0.077, -0.392, -0.178], [-0.065, 0.016, -0.012], [0.204, 0.332, -0.150], [0.002, 0.020, -0.015], [0.188, -0.037, 0.288], [0.019, -0.008, 0.016], [0.035, -0.037, -0.392], [-0.053, -0.221, 0.026], [0.040, -0.028, 0.070], [-0.189, -0.165, -0.416], [0.013, -0.099, -0.052], [0.037, 0.108, -0.012], [0.086, -0.166, 0.353], [0.073, 0.052, 0.056], [-0.086, 0.042, 0.060], [-0.358, -0.158, 0.330], [0.654, 0.787, 0.485], [0.045, -0.185, 0.111], [-0.018, 0.348, 0.040], [-0.013, -0.134, 0.027], [0.115, -0.021, 0.109], [-0.049, 0.043, 0.011], [0.023, -0.013, 0.018], [-0.028, 0.020, 0.029], [0.000, 0.006, -0.004], [-0.057, 0.331, -0.159], [0.000, -0.017, -0.001], [0.086, -0.014, 0.043], [-0.005, 0.003, -0.002], [-0.175, -0.026, -0.059], [-0.067, -0.015, -0.078], [0.077, 0.076, -0.046], [0.184, 0.019, -0.103], [0.003, 0.013, -0.008], [-0.043, -0.022, 0.018], [-0.085, 0.012, -0.047], [-0.052, 0.022, -0.040], [0.001, -0.031, 0.013], [-0.063, -0.050, -0.008], [-0.292, -0.345, -0.213], [0.003, -0.011, -0.026], [-0.001, 0.006, 0.004], [-0.021, 0.017, -0.026], [0.133, 0.065, 0.052], [-0.269, 0.095, -0.215], [0.009, -0.021, 0.015], [-0.805, -0.634, 0.106], [-0.002, 0.129, 0.032], [-0.009, -0.032, 0.015], [0.008, 0.008, -0.022], [-0.014, -0.036, 0.012], [-0.081, -0.056, 0.085], [-0.003, 0.018, 0.004], [0.835, 0.640, 0.457], [-0.099, -0.118, -0.199], [-0.069, -0.299, 0.221], [-0.315, -0.131, 0.293], [0.016, -0.001, 0.023], [-0.002, 0.002, 0.050], [0.495, -0.066, 0.241], [-1.132, 0.523, -0.253], [0.003, -0.030, 0.005], [0.754, -0.368, -0.866], [0.084, -0.006, -0.023], [0.026, -0.018, -0.001], [0.053, 0.071, -0.110], [-0.075, 0.074, -0.035]],
  "charge": -1,
  "total_energy_ev": -62707.9564,
  "de_lowest_kcal_mol": 18.28,
  "homo_lumo_gap_ha": 0.2660,
  "homo_energy_ev": -4.9
}

Entry 2:
{
  "formula": "C24H34Br12N2O4",
  "method": "ωB97M-V/def2-TZVPD",
  "elements": ["H", "H", "N", "C", "C", "O", "H", "H", "C", "H", "C", "H", "H", "Br", "Br", "H", "H", "C", "H", "C", "Br", "H", "C", "H", "H", "Br", "Br", "C", "H", "Br", "C", "H", "N", "C", "Br", "Br", "H", "C", "C", "H", "O", "H", "H", "C", "H", "C", "H", "H", "O", "C", "C", "H", "C", "C", "O", "H", "H", "C", "H", "H", "H", "C", "C", "Br", "Br", "H", "H", "C", "H", "C", "H", "C", "Br", "H", "H", "Br"],
  "positions_angstrom": [[-0.662362, -0.091094, -0.680979], [1.609228, -2.486864, 1.332581], [-4.176342, 0.566466, -3.788839], [-1.116352, -2.636414, -0.656429], [-1.394362, -1.089944, -4.247669], [-5.102762, 1.036256, -4.430939], [2.444968, 4.744466, 2.136801], [0.734568, -0.543194, -4.216079], [-0.618762, -3.612504, -1.582609], [4.586678, -1.646064, -1.872979], [-0.125902, 0.845556, -0.529269], [4.552758, -0.827974, 1.051231], [1.146158, -0.357494, 0.701881], [4.698358, 0.820786, -1.348359], [2.089988, 2.611176, 0.848681], [4.323348, 0.465006, 4.373581], [1.972858, 1.020466, 0.145061], [4.008928, 0.323906, 2.156291], [4.428498, 0.834256, 1.289341], [4.954698, -1.127514, -0.987679], [-4.009452, 1.713606, 3.199461], [3.087328, -1.116624, -0.041979], [-5.280362, 0.762666, -0.089819], [4.516368, -0.640354, 2.127831], [-1.095362, 0.645276, 4.402151], [3.843658, -3.260944, 0.747051], [1.921658, -1.126474, -1.410599], [1.696348, 3.964486, 2.275691], [-1.927742, 0.514776, 0.344811], [6.516988, 1.189816, 3.399311], [4.106758, -1.389764, 0.230521], [-2.319232, -1.054774, -3.671929], [-2.382902, -1.912254, -1.026229], [-4.082562, 0.655386, 0.539401], [-0.288702, 1.467326, -3.117489], [2.042608, 0.026696, 1.893541], [6.009068, -1.289294, -0.763569], [-2.236662, 1.211416, 2.587761], [-0.208032, -2.190564, 0.288711], [-2.202472, -0.621474, 3.734111], [-2.653372, -1.660434, -2.161299], [-2.342372, 0.593356, 1.696171], [-0.129952, 1.494516, -1.405009], [-1.549352, 0.221006, 3.506611], [0.839128, -5.065904, -2.136779], [-4.124642, 0.655196, -2.258289], [-1.604142, -0.649934, -5.222589], [-0.091802, 4.864346, 1.280611], [-2.919722, -1.369764, -0.105589], [1.006818, -2.902634, 0.538451], [0.306158, 4.588886, 2.257261], [1.919888, 3.454616, 3.212801], [-5.318842, 0.704826, -1.555549], [4.487678, 1.019406, 3.449601], [-3.278722, -0.107564, -4.310619], [-6.119442, 1.054126, 0.524511], [-0.371252, 3.831786, 2.652221], [1.365648, -3.953554, -0.325299], [3.950968, 1.959016, 3.580661], [-1.242432, -3.869844, -2.425949], [-3.951152, 0.715286, 1.609701], [-2.924022, 0.646196, -1.533919], [-2.893012, 0.603066, -0.131489], [0.167458, 6.194826, 3.498631], [-0.047902, -0.549714, 2.537141], [2.248988, -4.517844, -0.065129], [-0.401182, -1.324714, 0.904661], [0.579038, -4.282294, -1.440559], [-1.785342, 2.195166, 2.458731], [-0.158822, -0.457654, -3.597509], [-1.992142, 0.704076, -2.076749], [1.238118, 0.282076, -0.175949], [-0.861412, 1.965076, 1.059941], [0.051548, -0.958174, -2.652349], [-6.204332, 0.635156, -2.169929], [-1.257552, -3.110204, -4.359509]],
  "forces_ev_per_a": [[-0.723, 0.714, 0.152], [-0.012, -0.623, -0.094], [-0.558, -0.433, 0.028], [2.146, -1.229, -2.500], [1.856, -0.718, -0.158], [0.694, -0.102, 1.329], [0.033, -0.185, -0.080], [-0.119, 0.237, 0.059], [-1.702, 0.129, 0.815], [0.360, 0.091, -0.031], [2.519, 0.371, 1.408], [-0.128, -2.044, -2.789], [-2.764, -0.748, -5.160], [0.507, -0.510, -0.062], [1.140, 6.361, 0.865], [-0.030, -0.291, -0.354], [-0.058, -1.840, -2.745], [1.625, 0.881, 2.464], [-0.440, 0.523, 0.162], [-0.172, -0.185, 0.147], [-0.692, 1.165, 3.085], [1.981, -0.069, 1.709], [-0.076, 0.402, -2.382], [-0.648, 0.624, 2.487], [-0.276, -0.081, -0.004], [3.144, 0.785, 0.507], [-1.950, 1.833, -3.110], [0.743, 0.851, -0.210], [-1.637, -0.532, -0.940], [-1.484, 0.165, -0.111], [1.397, -0.378, -0.704], [2.698, -0.546, -0.558], [3.164, -0.888, 1.773], [-0.191, 0.683, 0.429], [0.390, 0.436, -6.361], [13.738, 0.930, 10.802], [-0.085, 0.061, -0.453], [-1.841, -1.649, 3.532], [-0.405, -1.640, 0.073], [-0.026, 0.249, 0.058], [-1.108, -1.701, -0.461], [-1.016, 0.725, 1.310], [0.037, -0.392, 2.900], [-0.238, 0.641, 0.521], [0.141, 0.023, 0.013], [-0.677, 0.629, 0.858], [0.524, -0.772, -0.151], [0.435, 0.320, 0.139], [-1.741, -2.919, 2.122], [-2.727, -0.259, -1.190], [-0.347, -0.533, 0.624], [-0.245, 0.006, -0.072], [0.315, -0.130, 0.978], [-0.523, -0.166, -0.239], [-4.297, 3.491, 0.119], [-0.532, -0.534, -0.304], [-0.120, 0.702, 0.323], [-0.940, -0.440, 0.873], [0.769, 0.442, -0.079], [-0.005, -0.177, 1.055], [-1.499, -1.047, -1.747], [0.440, 1.115, -0.601], [-0.813, 0.468, -3.754], [0.298, -1.242, -0.959], [-6.451, -1.508, 6.174], [-0.654, -0.238, -0.624], [-0.712, -1.355, -1.675], [-0.165, 0.811, 1.429], [-1.912, -0.182, 2.814], [-0.459, -1.261, -0.089], [-0.737, -0.240, 0.189], [-3.088, -0.482, -4.147], [6.223, 1.417, -6.937], [-0.351, 0.257, -0.417], [-0.432, 0.310, 0.419], [0.490, 1.423, -2.493]],
  "total_energy_ev": -877085.1157,
  "de_lowest_kcal_mol": 703.90,
  "homo_lumo_gap_ha": 0.2741,
  "homo_energy_ev": -8.2
}

Entry 3:
{
  "formula": "C24H34Cl2N3O4P2V",
  "method": "ωB97M-V/def2-TZVPD",
  "elements": ["C", "O", "H", "H", "H", "H", "O", "H", "H", "H", "H", "C", "C", "Cl", "H", "C", "C", "H", "C", "H", "P", "C", "H", "P", "H", "C", "H", "C", "H", "H", "H", "O", "H", "H", "H", "C", "C", "V", "H", "C", "H", "O", "H", "H", "C", "N", "C", "Cl", "H", "H", "C", "H", "C", "C", "H", "H", "H", "C", "C", "C", "H", "C", "N", "C", "N", "C", "C", "H", "H", "H"],
  "positions_angstrom": [[-3.663665, -4.021019, -2.208020], [1.941322, -0.187431, -0.108890], [-1.231158, 2.541024, 1.198911], [1.775786, -2.915540, -2.093813], [-5.639121, -3.522039, -1.543165], [-1.816367, 1.214398, 2.212472], [-2.744514, -2.679199, 1.893446], [-0.264227, 0.867592, 4.953036], [-0.580266, -1.721437, -4.490801], [-5.044245, -1.237982, -0.885675], [1.432560, -0.233643, 2.795022], [-4.624715, -3.173001, -1.681100], [0.491682, 0.283906, 2.990862], [0.197245, 2.170336, -1.501076], [0.484342, -3.850404, -1.325871], [2.535190, -1.305440, 0.165388], [1.793918, -2.363019, 0.703328], [-3.925970, -5.031489, -2.490771], [1.272019, -4.502247, 1.644486], [-4.735268, 0.947000, -0.375218], [-2.499616, 0.266648, -0.991322], [-1.013994, 1.938603, 2.085950], [-1.614460, -4.256798, -2.754612], [-0.294546, -1.685121, -2.091865], [-3.508210, 1.827204, 0.533831], [-0.404595, -2.827587, 1.380519], [1.487487, 0.953999, 4.816840], [1.522776, 2.636963, -2.635982], [-0.835121, -4.727226, 2.234242], [1.567604, -5.491381, 1.967641], [-3.905356, 0.980126, -2.833840], [-1.640970, -0.872706, 1.155255], [-0.302427, -0.454257, 3.038314], [3.241614, -3.955072, 1.004760], [1.501223, 3.971484, 2.860895], [-3.784812, 0.845432, 0.150568], [0.722801, -3.189237, -2.158730], [-0.061440, -0.204741, 0.000594], [2.030119, 3.473295, -2.171080], [-1.741093, -2.132974, 1.504272], [-0.519313, -0.048873, -3.901684], [3.858173, -1.392584, -0.021255], [4.158701, -0.546465, -0.379540], [-1.621013, 2.638698, 4.060742], [1.525738, 2.895589, 3.039445], [0.461035, 2.553621, 3.973829], [-0.078039, -4.093615, 1.797273], [2.659527, 1.353761, -2.957027], [-0.856593, 3.883724, 3.079696], [-3.882332, 0.151485, 0.981680], [0.553889, 1.131497, 4.281693], [0.965413, -0.984450, -4.017982], [-4.285846, -1.880111, -1.312676], [-2.358908, -3.578369, -2.358235], [2.483004, 2.662763, 3.507894], [1.019507, 2.922346, -3.551778], [2.248221, 1.542027, 1.459240], [1.360945, 2.117958, 1.713324], [-2.979857, -1.426318, -1.459199], [2.208117, -3.657717, 1.111929], [1.154886, 2.789560, 0.881167], [-0.823902, 2.824697, 3.340073], [0.223018, 1.160704, 1.807712], [-2.904577, 1.238845, -2.484227], [0.487974, -2.007742, 0.834556], [-2.005094, -2.285868, -1.980550], [-0.096709, -1.043541, -3.785543], [-2.197705, 1.060848, -3.290460], [-2.884107, 2.303813, -2.247985], [0.561579, -3.717743, -3.099557]],
  "forces_ev_per_a": [[0.001, 0.005, -0.002], [-0.128, 0.037, -0.157], [0.001, 0.014, 0.024], [-0.006, 0.023, -0.017], [-0.003, 0.003, -0.004], [-0.014, 0.035, 0.012], [0.072, 0.001, 0.006], [-0.001, 0.022, -0.002], [0.026, 0.021, -0.007], [-0.005, 0.003, -0.009], [-0.005, 0.002, 0.027], [-0.018, -0.004, 0.016], [0.008, 0.022, -0.193], [-0.030, -0.037, -0.221], [-0.001, 0.018, 0.012], [0.142, 0.169, -0.004], [0.267, -0.157, -0.050], [0.001, -0.003, 0.000], [-0.117, 0.013, 0.022], [0.004, -0.014, 0.020], [0.398, 0.079, -0.018], [-0.008, -0.089, -0.111], [-0.008, 0.006, -0.005], [0.044, 0.115, 0.290], [0.011, 0.008, -0.017], [-0.089, 0.068, 0.045], [-0.010, -0.011, 0.000], [-0.126, 0.106, 0.171], [0.005, -0.006, 0.003], [0.003, -0.007, -0.007], [0.008, 0.016, -0.006], [0.183, 0.140, -0.364], [-0.008, -0.030, 0.029], [0.009, 0.030, -0.002], [0.004, -0.005, 0.002], [-0.114, 0.022, 0.016], [0.003, -0.077, -0.077], [-0.563, -0.334, 0.860], [0.047, -0.010, -0.040], [-0.064, -0.109, -0.021], [-0.040, 0.013, 0.044], [-0.069, -0.134, -0.002], [0.028, 0.010, -0.004], [0.022, -0.001, 0.013], [0.038, 0.038, 0.030], [-0.009, -0.009, -0.046], [0.064, -0.009, -0.014], [0.025, -0.093, -0.020], [-0.009, -0.005, 0.002], [0.015, -0.007, -0.007], [0.005, -0.016, 0.078], [0.053, -0.001, 0.015], [0.020, -0.014, 0.001], [0.014, -0.018, 0.016], [-0.013, 0.002, 0.011], [0.064, 0.009, -0.017], [0.014, 0.029, 0.012], [-0.030, -0.065, -0.155], [-0.080, 0.031, -0.021], [0.005, 0.066, 0.008], [0.008, 0.035, 0.051], [-0.030, 0.049, 0.022], [0.085, -0.059, 0.087], [-0.142, 0.052, -0.078], [0.062, 0.116, -0.125], [-0.027, -0.015, -0.063], [-0.036, -0.032, -0.112], [0.018, -0.042, -0.008], [0.025, -0.005, 0.040], [0.000, -0.012, 0.020]],
  "charge": 1,
  "spin_multiplicity": 4,
  "total_energy_ev": -107407.9666,
  "s2": 3.781,
  "homo_lumo_gap_ha": [0.2215, 0.2859],
  "homo_energy_ev": [-8.9, -10.9]
}